Here is a molecular structure, C63H48N10ORuTe at a distorted geometry from the Open Molecules 2025 dataset. Energies are from ωB97M-V/def2-TZVPD.

## Properties
- Charge: -2
- E_tot: -3415.018773 a.u.
- Relative energy (zero: lowest compared OMol25 entry of this formula, charge and spin): 10.2396 eV
- Multiplicity: 5
- Kohn-Sham gap (spin up / spin down): 5.2 / 5.0 eV
- <S²>: 6.132

The geometry in XYZ format:
```
124
Properties=species:S:1:pos:R:3:forces:R:3:lowdin_charge:R:1
Ru 0.386 0.776 0.208 0.574 -0.873 -1.189 1.465
C 2.003 -5.687 0.895 -0.018 -0.178 -0.382 -0.142
C 2.301 -5.343 2.224 0.108 0.071 0.407 -0.141
C 2.161 -4.051 2.675 0.202 -0.311 0.102 -0.058
C 1.697 -3.080 1.793 -0.283 0.464 -0.442 -0.127
C 1.557 -1.661 1.880 -0.903 -0.543 -0.426 -0.300
N 2.536 -0.929 2.509 1.034 1.034 0.277 0.193
C 3.151 -0.087 1.718 -0.648 -0.845 0.471 -0.340
C 4.613 -0.123 1.591 0.690 0.007 -0.191 -0.093
C 5.663 -0.174 2.484 -0.170 0.062 -0.081 -0.029
C 6.950 -0.300 1.970 0.141 -0.050 0.069 -0.113
C 7.167 -0.459 0.609 0.190 0.019 -0.063 -0.115
C 6.102 -0.482 -0.287 -0.223 0.036 0.013 -0.029
C 4.831 -0.279 0.205 0.495 0.096 0.621 -0.081
C 3.496 -0.199 -0.438 -0.635 -0.040 0.163 -0.299
N 3.213 -0.741 -1.571 0.434 -0.105 -0.327 0.181
C 1.870 -0.779 -2.070 -0.001 0.167 0.371 -0.285
N -0.293 -1.395 -1.954 -0.552 -0.828 0.058 0.045
C -0.467 -1.282 -3.362 -0.795 1.012 0.514 -0.194
N -1.191 -0.228 -3.683 0.287 -0.633 -0.184 0.209
C -1.166 0.645 -2.610 -0.144 -0.291 -0.397 -0.396
N -0.331 0.013 -1.583 0.131 -0.020 0.051 -0.102
C 1.015 0.489 -1.739 0.575 -0.236 -0.485 -0.248
N 0.959 -1.896 -1.576 -0.199 0.157 0.224 0.051
C 1.029 -2.225 -0.202 -0.091 -0.060 0.427 -0.244
N 1.020 -1.238 0.705 -0.394 -0.122 -0.208 0.025
C 1.397 -3.428 0.426 0.042 0.276 0.164 -0.115
C 1.564 -4.748 -0.006 -0.011 -0.226 -0.041 -0.053
C 0.930 1.670 -2.601 -0.487 0.566 -0.477 -0.133
C 1.886 2.600 -2.967 -0.053 -0.254 0.116 -0.011
C 1.505 3.683 -3.750 0.134 0.083 -0.069 -0.088
C 0.205 3.815 -4.210 -0.076 -0.016 -0.051 -0.101
C -0.762 2.874 -3.871 -0.035 -0.072 -0.072 -0.068
C -0.403 1.837 -3.038 0.652 0.256 0.023 -0.204
C 0.692 -1.611 -4.170 0.719 -0.195 -0.465 -0.097
C 0.706 -2.059 -5.483 -0.170 -0.013 0.219 -0.038
C 1.903 -2.131 -6.173 0.211 -0.013 -0.179 -0.111
C 3.086 -1.743 -5.563 -0.071 -0.082 -0.112 -0.096
C 3.076 -1.271 -4.258 0.017 0.113 0.013 -0.026
C 1.896 -1.194 -3.544 -0.136 0.108 -0.452 -0.060
N 2.652 0.310 0.493 -0.326 1.042 -0.300 0.056
H 2.148 -6.714 0.580 -0.039 -0.028 -0.054 0.079
H 2.666 -6.110 2.895 0.000 -0.049 0.074 0.076
H 2.413 -3.783 3.691 0.033 0.021 0.092 0.099
H 5.484 -0.107 3.548 0.002 0.032 0.055 0.106
H 7.795 -0.280 2.649 0.014 -0.040 -0.028 0.088
H 8.179 -0.564 0.234 0.006 -0.022 0.041 0.086
H 6.258 -0.646 -1.343 0.018 -0.008 -0.111 0.104
H 1.351 -5.008 -1.034 -0.009 -0.067 -0.083 0.099
H 2.906 2.482 -2.636 0.099 0.062 0.111 0.117
H 2.238 4.443 -3.992 0.018 -0.013 -0.061 0.093
H -0.063 4.659 -4.834 -0.002 0.027 -0.013 0.094
H -1.772 2.928 -4.259 -0.046 0.103 0.033 0.110
H -0.222 -2.343 -5.960 -0.070 -0.005 0.002 0.106
H 1.915 -2.478 -7.200 -0.021 -0.034 0.022 0.090
H 4.025 -1.822 -6.098 -0.016 0.052 -0.028 0.091
H 3.984 -0.956 -3.766 0.031 -0.040 0.057 0.097
C -9.442 1.023 -2.640 0.091 -0.025 0.024 -0.071
C -7.973 1.234 -2.390 -0.060 0.028 -0.061 -0.296
C -7.497 2.435 -1.891 -0.115 -0.081 -0.024 -0.038
C -6.144 2.629 -1.635 0.056 0.114 -0.004 -0.311
C -5.708 3.961 -1.098 -0.075 0.053 0.024 -0.086
C -5.220 1.604 -1.864 0.335 0.121 0.082 -0.295
Te -3.008 1.991 -1.226 -1.241 -0.097 0.179 1.648
N -0.989 2.307 -0.276 0.261 -0.572 0.292 -0.248
C -0.214 3.341 -0.253 0.067 0.127 -0.049 -0.645
O 1.031 3.193 -0.054 0.481 0.090 0.139 -0.088
C -0.715 4.750 -0.376 0.124 0.206 -0.037 -0.156
C -0.350 5.641 0.631 -0.040 -0.056 -0.007 -0.028
C -0.769 6.958 0.597 0.029 0.106 0.093 -0.098
C -1.538 7.417 -0.461 -0.026 0.134 -0.043 -0.117
C -1.886 6.544 -1.478 -0.070 0.091 -0.090 -0.092
C -1.485 5.218 -1.436 0.046 -0.129 -0.065 -0.062
C -3.764 2.260 0.776 0.210 -0.047 -0.093 -0.386
C -3.342 3.414 1.424 0.146 0.126 -0.051 -0.133
C -3.687 3.675 2.736 -0.037 0.161 0.038 -0.088
C -4.500 2.786 3.416 -0.099 -0.048 0.085 -0.109
C -4.938 1.640 2.776 -0.070 0.123 0.163 -0.082
C -4.562 1.349 1.469 0.001 -0.074 -0.247 -0.318
C -4.986 0.053 0.854 -0.020 -0.048 -0.018 -0.059
C -5.696 0.417 -2.428 0.135 -0.036 0.030 -0.330
C -4.749 -0.690 -2.793 0.077 0.010 0.034 -0.077
C -7.053 0.236 -2.669 -0.035 0.087 0.043 -0.042
H -9.996 1.946 -2.479 -0.073 0.025 0.004 0.063
H -9.841 0.262 -1.969 -0.089 -0.035 0.019 0.071
H -9.620 0.689 -3.663 -0.055 -0.017 -0.042 0.069
H -8.199 3.236 -1.687 -0.040 0.095 0.006 0.103
H -6.434 4.735 -1.341 -0.051 0.078 -0.023 0.069
H -4.734 4.234 -1.504 -0.027 0.129 0.059 0.037
H -5.607 3.913 -0.014 0.037 0.114 0.080 0.070
H 0.264 5.285 1.445 0.086 -0.089 0.082 0.114
H -0.488 7.635 1.393 0.021 0.022 0.052 0.092
H -1.845 8.455 -0.501 -0.044 0.002 0.010 0.088
H -2.469 6.901 -2.318 -0.038 -0.010 -0.028 0.095
H -1.755 4.552 -2.244 0.018 0.024 0.122 0.058
H -2.712 4.111 0.892 0.015 0.065 0.032 0.078
H -3.318 4.567 3.226 0.047 0.035 0.006 0.101
H -4.764 2.967 4.451 -0.036 0.012 0.014 0.094
H -5.558 0.935 3.318 0.010 -0.076 -0.024 0.105
H -5.197 -0.690 1.623 0.010 -0.060 0.043 0.077
H -4.190 -0.314 0.205 -0.065 -0.150 -0.035 0.060
H -5.876 0.192 0.242 -0.056 -0.095 -0.045 0.075
H -3.767 -0.501 -2.361 0.034 -0.165 -0.028 0.013
H -4.630 -0.740 -3.876 0.064 -0.058 -0.062 0.080
H -5.116 -1.656 -2.448 0.014 -0.097 0.009 0.077
H -7.405 -0.707 -3.072 0.009 -0.122 -0.084 0.111
C 2.215 2.842 2.871 0.025 0.100 -0.142 -0.044
C 0.937 2.656 3.618 0.172 -0.033 -0.324 -0.199
C 0.668 3.357 4.772 0.075 0.205 0.109 -0.081
C -0.477 3.120 5.522 0.031 -0.024 0.032 -0.107
C -1.340 2.106 5.124 -0.121 0.037 0.186 -0.088
C -1.129 1.390 3.970 -0.074 -0.354 -0.289 -0.204
C -2.010 0.240 3.596 0.002 0.044 -0.079 -0.043
C -0.016 1.703 3.111 0.046 0.613 1.255 -0.287
N 0.106 1.137 1.948 -0.406 -0.105 0.871 -0.043
H 2.854 3.588 3.349 -0.023 -0.027 0.035 0.074
H 2.015 3.138 1.838 0.082 -0.041 0.002 0.053
H 2.744 1.885 2.830 0.033 0.191 0.022 0.057
H 1.376 4.111 5.102 0.046 -0.036 -0.011 0.097
H -0.671 3.683 6.426 -0.009 0.032 0.021 0.084
H -2.201 1.874 5.742 -0.066 -0.063 -0.036 0.099
H -2.901 0.211 4.224 0.008 -0.009 -0.024 0.068
H -1.465 -0.701 3.705 0.023 -0.005 -0.056 0.085
H -2.305 0.322 2.549 -0.042 -0.073 0.006 0.065
```
Positions in Å, forces in eV/Å.